[1]
C3H7OPS2 | ωB97M-V/def2-TZVPD

Calculated values
Frontier orbital gap (alpha / beta): 0.257 / 0.246 Eh
DFT total energy: -36228.5810 eV
Relative energy (zero: lowest compared OMol25 entry of this formula, charge and spin): 3.8821 eV
Lowest unoccupied orbital energy (alpha / beta): -1.41 / -1.44 eV

The geometry in XYZ format:
```
14
Properties=species:S:1:pos:R:3:mulliken_charge:R:1
S -1.81494 1.88599 -0.11522 -0.138
S 1.31154 1.33523 -0.63518 -0.038
P 0.03970 1.86500 0.85693 0.304
O -0.73113 -0.72693 0.99163 -0.601
C -1.78004 0.22461 -0.89685 -0.553
C -1.85596 -0.73469 0.34113 -0.343
C 2.65562 0.57854 0.42224 -0.917
H 3.54298 0.76709 -0.16333 0.307
H -2.62314 -0.53357 1.09554 0.322
H -2.21901 -1.69950 -0.01341 0.322
H 2.48691 -0.43376 0.62392 0.329
H -0.88161 0.15283 -1.34804 0.250
H 2.77708 0.99400 1.32556 0.399
H -2.67734 0.00014 -1.49392 0.355
```

[2]
C3H7OS | ωB97M-V/def2-TZVPD

Calculated values
Frontier orbital gap: 0.243 Eh
DFT total energy: -16107.1763 eV
Relative energy (zero: lowest compared OMol25 entry of this formula, charge and spin): 1.1010 eV
Charge: -1
Lowest unoccupied orbital energy: 4.05 eV

The geometry in XYZ format:
```
12
Properties=species:S:1:pos:R:3:mulliken_charge:R:1
S 0.91727 0.95395 0.08874 -0.691
O -2.07517 -0.79310 -2.66522 -0.486
C 1.11267 -0.35100 2.52454 -1.073
C -1.06257 -0.83703 -2.02819 0.233
C 0.06515 0.16478 1.54425 -0.384
H -0.66164 0.81991 2.02603 0.217
H 0.62719 -1.02467 3.25823 0.310
H 1.52011 0.41037 3.19778 0.260
H -0.08778 -1.17450 -2.42004 0.243
H 1.97058 -0.81426 2.06208 0.303
H -0.48363 -0.68975 1.15054 0.150
H -0.97564 -0.49917 -0.98854 -0.083
```

[3]
C3H7OS | ωB97M-V/def2-TZVPD

Calculated values
Frontier orbital gap: 0.239 Eh
DFT total energy: -16106.8332 eV
Relative energy (zero: lowest compared OMol25 entry of this formula, charge and spin): 1.4442 eV
Charge: -1
Lowest unoccupied orbital energy: 3.81 eV

The geometry in XYZ format:
```
12
Properties=species:S:1:pos:R:3:mulliken_charge:R:1
S -0.23434 1.71331 -2.02633 -0.839
O 2.34869 -0.96615 0.23914 -0.564
C -1.27266 -0.17843 0.60257 -0.602
C 1.18207 -0.23785 0.38885 -0.090
C 0.09714 -0.70790 1.00234 -0.268
H -1.71499 0.42831 1.40373 0.205
H -1.31500 2.01289 -2.75190 -0.060
H 2.71923 -0.78153 -0.62092 0.337
H 0.12973 -1.39262 1.84058 0.346
H -1.24320 0.42120 -0.33786 0.034
H 1.21967 0.72732 -0.10250 0.257
H -1.91634 -1.03854 0.36230 0.244
```

[4]
C3H7OS | ωB97M-V/def2-TZVPD

Calculated values
SMILES: [O-]CCCS
Frontier orbital gap: 0.203 Eh
DFT total energy: -16106.7706 eV
Relative energy (zero: lowest compared OMol25 entry of this formula, charge and spin): 1.5068 eV
Charge: -1
Lowest unoccupied orbital energy: 3.22 eV

The geometry in XYZ format:
```
12
Properties=species:S:1:pos:R:3:mulliken_charge:R:1
S -1.18522 2.25251 -0.71382 -0.305
O 1.00541 -2.46283 -0.16733 -0.877
C -0.00423 -0.27280 -0.40516 -0.545
C -0.22719 1.06438 0.28899 -0.464
C 0.75937 -1.31417 0.47459 -0.527
H -0.70635 0.95997 1.26477 0.347
H 0.13585 -1.42003 1.39576 0.177
H 1.68637 -0.78346 0.82196 0.164
H -0.92444 -0.75460 -0.73054 0.384
H 0.60932 -0.10573 -1.29544 0.251
H 0.74971 1.51586 0.42605 0.304
H -1.89861 1.32091 -1.35984 0.091
```

[5]
C3H7OS | ωB97M-V/def2-TZVPD

Calculated values
Frontier orbital gap (alpha / beta): 0.378 / 0.256 Eh
DFT total energy: -16104.8406 eV
Relative energy (zero: lowest compared OMol25 entry of this formula, charge and spin): 0.5373 eV
Spin multiplicity: 2
Lowest unoccupied orbital energy (alpha / beta): 0.73 / -2.25 eV

The geometry in XYZ format:
```
12
Properties=species:S:1:pos:R:3:mulliken_charge:R:1
S -1.27006 0.58940 -1.42598 -0.113
O 2.21030 -0.12958 2.15551 -0.501
C -1.57752 -1.18589 -1.25482 -0.684
C 1.07019 1.31211 0.67940 -0.824
C 1.33715 0.02572 1.29827 0.339
H -1.49938 -1.66710 -2.19607 0.298
H -2.66349 -1.28765 -1.15986 0.267
H -1.04807 -1.65933 -0.42957 0.231
H 0.00501 1.54043 0.61803 0.285
H 0.68816 -0.78810 0.96931 0.141
H 1.48719 2.19175 1.11290 0.318
H 1.26051 1.05825 -0.36710 0.242
```

[6]
C3H7PS | ωB97M-V/def2-TZVPD

Calculated values
SMILES: C#C.C=P.S
Frontier orbital gap: 0.364 Eh
DFT total energy: -23343.5035 eV
Relative energy (zero: lowest compared OMol25 entry of this formula, charge and spin): 4.4654 eV
Lowest unoccupied orbital energy: 0.27 eV

The geometry in XYZ format:
```
12
Properties=species:S:1:pos:R:3:mulliken_charge:R:1
S 0.74641 -3.36236 -1.30095 -0.129
P -0.27448 2.83798 -0.00424 -0.055
C 0.81238 -1.18067 1.64983 -0.121
C -1.90365 3.00647 -0.15184 -0.395
C 1.35730 -1.10959 0.58711 -0.652
H -2.48573 2.17389 0.26222 0.203
H 1.18677 -3.22607 -2.44181 0.125
H 0.24895 -1.21937 2.56682 0.420
H 1.07024 -2.21880 -0.95375 -0.007
H -0.41235 1.32717 0.35589 -0.017
H 2.11119 -0.94045 -0.16109 0.364
H -2.45702 3.91180 -0.40817 0.263
```